76
Properties=species:S:1:pos:R:3 method="wB97M-V/def2-TZVPD" homo_energy_ev=-7.39 lumo_energy_ev=2.081 spin_multiplicity=1 total_charge=-1 energy_ha=-4147.64759
As 0.125 -1.243 0.012
F 0.344 -2.416 -1.278
F 1.384 -0.230 -0.727
F -0.077 -0.120 1.353
F -1.121 -2.324 0.659
F 1.379 -2.047 0.950
F -1.154 -0.377 -0.923
O 0.848 0.772 3.987
H 0.303 0.301 3.351
H 1.553 1.154 3.460
O -2.889 0.244 -2.875
H -3.009 -0.681 -3.098
H -2.338 0.232 -2.084
O 0.809 -4.695 2.031
H 1.090 -3.822 1.741
H 0.018 -4.873 1.519
O 2.000 2.477 -0.328
H 1.692 1.594 -0.557
H 2.884 2.527 -0.698
O -1.070 -4.875 -1.994
H -1.923 -4.706 -2.398
H -0.680 -4.003 -1.879
O 0.086 -2.161 -4.026
H -0.828 -1.887 -4.133
H 0.261 -2.062 -3.085
O -3.222 -3.558 2.167
H -2.481 -3.626 1.558
H -3.179 -4.358 2.694
C -1.076 5.229 4.606
C -1.177 3.792 4.129
C -0.636 3.473 2.739
O -0.475 3.012 5.134
H -1.388 5.976 3.874
H -0.050 5.499 4.858
H -1.650 5.308 5.529
H -2.209 3.457 4.244
H 0.401 3.755 2.561
H -1.214 4.004 1.980
H -0.797 2.412 2.551
H 0.121 2.430 4.644
C 4.069 -1.761 -1.106
C 4.461 -1.198 0.255
C 4.535 -2.269 1.298
O 5.785 -0.664 0.211
H 3.068 -2.177 -1.000
H 4.774 -2.488 -1.514
H 4.058 -0.954 -1.840
H 3.736 -0.436 0.544
H 5.153 -3.103 0.963
H 3.528 -2.642 1.491
H 4.963 -1.941 2.245
H 6.188 -1.259 -0.428
C 2.937 1.803 -4.260
C 1.546 1.585 -4.830
C 0.474 1.446 -3.749
O 1.259 2.731 -5.642
H 2.930 2.611 -3.527
H 3.719 1.938 -5.005
H 3.217 0.940 -3.651
H 1.516 0.719 -5.494
H -0.527 1.811 -3.977
H 0.900 1.927 -2.866
H 0.392 0.416 -3.399
H 0.350 2.949 -5.423
C -5.498 -0.185 -0.162
C -4.405 -0.752 0.678
C -3.474 0.350 1.195
O -4.956 -1.416 1.800
H -6.204 -0.888 -0.608
H -5.044 0.302 -1.028
H -6.158 0.569 0.271
H -3.835 -1.469 0.083
H -3.952 0.928 1.989
H -3.283 1.065 0.394
H -2.580 -0.065 1.659
H -4.300 -2.009 2.186

***

96
Properties=species:S:1:pos:R:3 method="wB97M-V/def2-TZVPD" homo_energy_ev=-8.59 lumo_energy_ev=-0.206 spin_multiplicity=1 total_charge=0 energy_ha=-2703.24216 de_lowest_ev=11.397
N 2.609 2.459 3.543
C 2.019 1.412 3.968
N 2.071 1.603 5.280
O 1.596 0.487 3.229
H 3.342 2.371 2.853
H 2.620 3.188 4.241
H 1.874 0.905 5.983
H 2.424 2.453 5.696
N -1.291 3.722 4.022
C -1.740 2.842 4.766
N -2.924 2.463 4.550
O -0.999 2.226 5.497
H -1.430 3.664 3.023
H -0.351 3.957 4.309
H -3.523 2.951 3.899
H -3.180 1.619 5.042
N -0.588 -4.630 -2.288
C 0.028 -3.441 -2.553
N 0.344 -3.248 -3.743
O 0.278 -2.478 -1.748
H -0.605 -5.299 -3.043
H -1.179 -4.780 -1.482
H 0.854 -2.382 -3.841
H 0.591 -4.029 -4.334
N -2.770 2.922 -0.474
C -2.301 3.709 0.514
N -3.221 4.384 1.072
O -1.158 3.820 0.895
H -3.695 2.769 -0.849
H -1.980 2.465 -0.906
H -2.847 5.010 1.771
H -4.193 4.505 0.825
N -1.402 -3.998 0.522
C -2.553 -4.698 0.759
N -2.344 -5.963 0.872
O -3.594 -4.155 0.873
H -1.482 -2.994 0.448
H -0.508 -4.459 0.423
H -1.371 -6.210 0.757
H -2.987 -6.503 1.432
N -2.545 3.889 -4.421
C -2.675 2.664 -4.658
N -1.943 2.056 -3.739
O -3.268 2.214 -5.609
H -2.768 4.531 -5.168
H -2.021 4.145 -3.596
H -2.119 1.067 -3.839
H -1.433 2.603 -3.059
N 5.385 -4.250 -1.924
C 4.528 -3.294 -2.190
N 3.686 -3.118 -1.222
O 4.394 -2.731 -3.276
H 5.760 -4.645 -2.774
H 5.156 -4.861 -1.153
H 2.987 -2.391 -1.286
H 3.918 -3.620 -0.377
N -1.626 -3.210 4.008
C -1.016 -2.262 3.402
N -0.059 -1.683 4.133
O -1.382 -1.857 2.418
H -1.307 -3.469 4.931
H -2.548 -3.428 3.656
H 0.503 -2.192 4.800
H 0.264 -0.780 3.817
N 2.148 0.398 -2.264
C 2.002 -0.063 -3.459
N 0.701 -0.053 -3.627
O 2.918 -0.009 -4.336
H 1.415 0.077 -1.648
H 3.121 0.572 -2.056
H 0.319 0.487 -2.864
H 0.420 0.080 -4.588
N 0.323 1.386 1.030
C 0.030 0.493 0.107
N 0.236 -0.730 0.553
O -0.495 0.781 -0.990
H 0.102 2.358 0.865
H 0.833 1.157 1.871
H 0.437 -1.529 -0.031
H 0.205 -0.867 1.553
N 2.835 3.492 0.397
C 4.082 3.419 0.062
N 4.757 4.289 0.639
O 4.418 2.796 -0.892
H 2.632 4.216 1.071
H 2.106 3.148 -0.212
H 4.547 4.712 1.532
H 5.726 4.476 0.427
N -1.980 -1.164 -3.680
C -3.026 -1.141 -2.899
N -2.653 -1.239 -1.633
O -4.171 -1.017 -3.266
H -1.033 -1.071 -3.340
H -2.248 -0.999 -4.640
H -1.660 -1.194 -1.453
H -3.350 -1.280 -0.904

***

101
Properties=species:S:1:pos:R:3 method="wB97M-V/def2-TZVPD" homo_energy_ev=-5.20 lumo_energy_ev=3.638 spin_multiplicity=1 total_charge=-2 energy_ha=-3402.98726 de_lowest_ev=0.000
S 0.214 0.259 0.010
O 0.054 -0.912 0.906
O -0.686 1.352 0.408
O 1.617 0.715 0.010
O -0.197 -0.130 -1.373
C 5.040 0.231 -1.565
O 6.240 0.128 -1.787
N 4.410 1.431 -1.384
N 4.257 -0.847 -1.282
H 3.430 1.461 -1.158
H 4.931 2.249 -1.636
H 3.264 -0.819 -1.123
H 4.668 -1.747 -1.120
C -3.499 2.743 -0.717
O -4.603 3.287 -0.702
N -2.397 3.381 -0.179
N -3.188 1.558 -1.305
H -1.607 2.742 -0.044
H -2.623 4.278 0.203
H -3.818 0.955 -1.815
H -2.334 1.161 -0.944
C 0.381 3.520 -2.630
O 0.201 4.632 -3.132
N 1.426 3.313 -1.776
N -0.496 2.500 -2.750
H 2.053 4.060 -1.548
H 1.497 2.496 -1.182
H -0.271 1.642 -2.260
H -1.312 2.570 -3.327
C -3.210 -0.415 -4.141
O -4.053 0.322 -3.661
N -1.911 -0.499 -3.711
N -3.453 -1.159 -5.275
H -1.602 -0.061 -2.854
H -1.349 -1.193 -4.168
H -2.876 -1.906 -5.609
H -4.401 -1.128 -5.605
C -3.096 0.007 3.076
O -3.808 0.040 4.067
N -2.428 -1.065 2.548
N -2.741 1.170 2.417
H -2.429 -1.942 3.050
H -1.611 -0.942 1.965
H -3.429 1.889 2.572
H -2.145 1.194 1.599
C -1.263 4.764 3.845
O -0.788 4.750 4.969
N -2.056 5.788 3.393
N -0.959 3.830 2.889
H -2.435 6.356 4.127
H -2.405 5.800 2.455
H -0.476 3.012 3.212
H -1.476 3.852 2.025
C -3.699 -3.164 -0.945
O -4.580 -3.069 -1.799
N -3.681 -4.195 -0.047
N -2.686 -2.289 -0.830
H -4.429 -4.858 -0.094
H -2.799 -4.490 0.333
H -2.607 -1.557 -1.512
H -2.012 -2.246 -0.087
C 1.119 -3.840 -0.946
O 1.579 -4.896 -1.377
N 1.451 -3.328 0.273
N 0.196 -3.099 -1.614
H 0.796 -2.686 0.702
H 2.271 -3.702 0.704
H -0.040 -3.413 -2.537
H -0.067 -2.168 -1.303
C 2.844 -1.185 3.078
O 3.750 -1.479 3.855
N 2.882 -1.450 1.752
N 1.663 -0.635 3.522
H 2.150 -1.067 1.164
H 3.772 -1.774 1.421
H 0.911 -0.580 2.850
H 1.566 -0.427 4.495
C 4.078 2.587 2.331
O 4.498 3.332 3.197
N 4.771 1.509 1.832
N 2.839 2.689 1.742
H 4.288 0.745 1.389
H 5.751 1.330 1.930
H 2.312 3.508 1.988
H 2.400 1.916 1.254
C 2.194 -0.078 -4.508
O 2.745 -0.665 -5.430
N 1.889 -0.722 -3.327
N 1.983 1.271 -4.512
H 1.212 -0.396 -2.647
H 1.897 -1.720 -3.476
H 2.432 1.772 -5.256
H 1.902 1.690 -3.599
C -1.452 -4.597 3.319
O -2.568 -4.229 2.964
N -1.177 -5.871 3.685
N -0.406 -3.718 3.455
H -1.892 -6.570 3.691
H -0.259 -6.069 4.037
H 0.529 -4.045 3.613
H -0.573 -2.744 3.283